1.
A cluster of 2 separate species, C4H8O3 in total. Source: the Open Molecules 2025 dataset; level of theory: ωB97M-V/def2-TZVPD.

Properties
- molecular weight (g mol⁻¹) = 104.105
- energy relative to the best compared isomer or geometry (same formula, charge and spin) (eV) = 1.924
- frontier orbital gap (Ha) = 0.399
- LUMO (eV) = 0.743

```
15
Properties=species:S:1:pos:R:3:forces:R:3:lowdin_charge:R:1
C 1.74334 -0.19903 -0.87640 0.081 -0.017 -0.010 0.00
C 0.89301 -0.42280 0.34510 0.148 -0.087 0.314 -0.41
O 1.30469 -0.96958 1.34447 -0.161 0.166 -0.377 0.06
C -0.55058 0.06182 0.33257 0.015 0.014 0.121 -0.10
O -0.82112 0.88701 -0.80682 -0.115 -0.089 -0.078 -0.03
C -1.80552 0.48366 -1.62736 -0.242 -0.265 -0.017 -0.33
O -2.47651 -0.50397 -1.49786 0.313 0.416 -0.055 0.08
H 1.86965 0.87332 -1.05725 -0.065 -0.114 0.029 0.09
H 1.25432 -0.61628 -1.76046 0.020 0.032 0.038 0.09
H 2.71829 -0.66619 -0.73084 -0.154 0.045 0.014 0.09
H -1.22097 -0.80185 0.34727 0.103 0.088 -0.013 0.14
H 0.07996 -0.17399 3.35628 -0.027 0.016 0.071 0.02
H -0.35261 0.17608 3.85158 0.022 -0.010 -0.016 0.04
H -0.73079 0.66353 1.22713 0.061 -0.119 -0.094 0.12
H -1.90517 1.20827 -2.44740 0.001 -0.076 0.074 0.15
```
Positions in Å, forces in eV/Å.

***

2.
A cluster of 3 separate species, C4H8O3 in total at a distorted geometry. Source: the Open Molecules 2025 dataset; level of theory: ωB97M-V/def2-TZVPD.

Properties
- molecular weight (g mol⁻¹) = 104.105
- energy relative to the best compared isomer or geometry (same formula, charge and spin) (eV) = 2.997
- frontier orbital gap (Ha) = 0.342
- LUMO (eV) = 0.868

```
15
Properties=species:S:1:pos:R:3:forces:R:3:lowdin_charge:R:1
C 0.12411 0.22117 -1.53237 0.057 -0.033 0.000 -0.02
C -0.17849 -0.67142 -0.37145 0.340 0.006 0.067 -0.40
O -1.50070 -1.02472 -0.32404 -0.097 -0.054 0.218 -0.01
C 0.66878 -1.09874 0.57355 -0.388 -0.069 -0.185 -0.21
O 2.03264 -1.01642 0.44522 0.128 0.202 0.050 -0.03
C 0.72895 1.67197 1.55825 1.225 -0.127 0.234 0.05
O 1.83089 1.44896 1.74214 -1.249 0.426 -0.099 0.02
H -0.50495 1.11875 -1.46501 0.093 -0.179 0.058 0.08
H 1.17216 0.52563 -1.53432 -0.116 -0.115 0.029 0.08
H -0.11550 -0.26201 -2.48497 0.063 -0.019 0.149 0.09
H -2.68741 1.08546 0.11432 0.016 0.104 0.008 0.02
H -1.60139 -1.69238 0.36852 -0.130 0.110 -0.135 0.11
H 0.28180 -1.59269 1.47140 0.118 -0.107 -0.253 0.13
H 2.39953 -0.53185 1.19777 -0.020 -0.109 -0.148 0.07
H -2.65040 1.81829 0.24098 -0.040 -0.036 0.007 0.04
```
Positions in Å, forces in eV/Å.

***

3.
An isolated molecule of C4H8O3 at a distorted geometry. Source: the Open Molecules 2025 dataset; level of theory: ωB97M-V/def2-TZVPD.

Properties
- molecular weight (g mol⁻¹) = 104.105
- energy relative to the best compared isomer or geometry (same formula, charge and spin) (eV) = 0.832
- frontier orbital gap (Ha) = 0.397
- LUMO (eV) = 0.591

```
15
Properties=species:S:1:pos:R:3:forces:R:3:lowdin_charge:R:1
O 1.40398 -0.98854 1.69390 0.027 0.067 0.403 0.12
C 0.60436 -0.89897 0.80788 0.340 -0.365 -0.368 -0.52
O -0.58894 -1.53584 0.84406 -0.311 0.180 0.095 0.09
C 0.82136 -0.07972 -0.42745 -1.920 1.204 -0.168 -0.04
C -0.50476 0.59074 -0.93754 1.064 -0.713 -0.730 -0.45
C -0.12784 1.72913 -1.87122 1.036 0.398 -0.468 -0.05
O -1.28099 1.09585 0.10039 -0.677 0.259 0.551 -0.02
H -0.75216 -1.77394 1.77056 0.202 -0.271 -0.154 0.13
H 1.43421 0.76502 -0.13888 0.765 -0.333 -0.082 0.12
H 1.12152 -0.61114 -1.32349 0.869 -0.332 0.317 0.14
H -0.97053 -0.21044 -1.51844 -0.730 0.222 0.214 0.14
H 0.85713 2.13663 -1.59275 -0.436 0.254 0.297 0.08
H 0.07897 1.42126 -2.89838 -0.417 -0.320 -0.038 0.08
H -0.85584 2.54061 -1.89263 -0.043 -0.219 0.107 0.08
H -2.04454 0.53022 0.25482 0.233 -0.031 0.024 0.10
```
Positions in Å, forces in eV/Å.